(1)
This record from the Open Molecules 2025 dataset describes 3 unconnected molecules or ions with the total composition C11H20BrN6O9. The level of theory is wB97M-V/def2-TZVPD.

The geometry in XYZ format:
```
47
Properties=species:S:1:pos:R:3
N 1.72120 -0.43963 2.15567
C 1.30163 0.89636 2.15826
C -0.17291 1.39790 1.60491
N -1.27995 0.38330 1.78955
C -2.26587 -0.02342 0.71644
C -2.45521 0.43093 -0.84796
O -2.80440 -0.81865 -1.60056
C -1.51102 -1.44762 -1.98178
O -1.64467 -2.85309 -2.40938
C -0.34693 -3.56008 -2.35724
C 0.89208 -2.74171 -3.07615
O 1.68369 -1.90905 -2.15474
N -3.21683 -1.09702 1.23490
C -2.80750 -1.37152 2.67402
O -3.50745 -2.39486 3.46609
N -2.84800 -3.56622 3.48873
O -1.88925 -3.57580 2.73358
C -1.53420 -0.39254 3.06368
Br -0.63651 -0.37357 4.85714
H 0.96361 -1.02138 1.73391
H 2.09888 1.66370 2.58400
H -0.06364 1.55494 0.42673
H -0.48348 2.45024 2.05406
H -1.50986 0.91792 -1.34232
H -3.36643 1.17339 -1.00288
H -1.12728 -0.82256 -2.92379
H -0.70857 -1.43268 -1.12000
H -0.48895 -4.56619 -2.97734
H -0.05299 -3.89162 -1.26725
H 1.63275 -3.46184 -3.63186
H 0.44486 -2.00783 -3.89273
H 1.41301 -2.03791 -1.19579
H -3.97831 -1.56998 0.69257
C -0.75773 6.56376 1.69035
N -1.32949 5.19438 1.79737
O -2.48294 5.02867 1.38372
O -0.60435 4.32444 2.29362
H -1.50163 7.22283 1.23791
H -0.51036 6.89735 2.70021
H 0.13383 6.50051 1.06318
C 4.72251 -1.19163 -1.94878
N 5.54948 -0.17555 -2.65396
O 5.78097 0.88090 -2.05450
O 5.94288 -0.46707 -3.78935
H 4.44800 -0.80328 -0.96578
H 3.83219 -1.37027 -2.55517
H 5.32513 -2.09693 -1.85129
```

Computed properties:
**E_tot**: -4009.9687 a.u.
**F_max**: 7.04 eV/Å
**Molar mass**: 460.2 u
**Net charge**: +1

(2)
This record from the Open Molecules 2025 dataset describes 4 unconnected molecules or ions with the total composition C8H24O4. The level of theory is wB97M-V/def2-TZVPD.

The geometry in XYZ format:
```
36
Properties=species:S:1:pos:R:3
C 3.35933 2.54890 -3.38566
C 2.47104 1.72908 -2.48369
O 3.31645 1.05246 -1.54337
H 2.65894 3.07463 -4.04548
H 4.04400 1.91289 -3.94066
H 3.82348 3.40598 -2.89697
H 1.97940 0.96816 -3.09252
H 1.78582 2.42864 -2.00038
H 2.78135 0.65142 -0.84722
C 1.82237 -2.16334 1.02241
C 0.81057 -1.08161 1.32907
O 1.12915 0.08177 0.61537
H 2.83277 -1.80315 1.22797
H 1.81681 -2.58427 0.01838
H 1.65392 -3.00044 1.70528
H 0.67175 -0.85505 2.39008
H -0.14644 -1.45924 0.93593
H 0.63061 0.85683 0.93081
C -2.13548 1.44459 2.42859
C -0.76107 1.85067 3.01073
O -0.01823 2.23873 1.84617
H -2.56203 2.30425 1.90961
H -2.80396 1.29962 3.28715
H -2.17367 0.56663 1.78979
H -0.22317 1.01216 3.44672
H -0.90683 2.69591 3.68442
H -0.34686 3.09578 1.56323
C -2.73262 -1.52494 -1.27174
C -2.66001 -3.01866 -1.04290
O -3.87020 -3.39404 -0.39267
H -3.61621 -1.16430 -1.79956
H -1.90807 -1.04870 -1.80393
H -2.77162 -1.09718 -0.26685
H -1.75869 -3.26884 -0.47511
H -2.49554 -3.56864 -1.97592
H -3.69704 -4.18673 0.12292
```

Computed properties:
**ΔE to the lowest compared entry with this formula, charge and spin**: 89.9 kJ/mol
**E_tot**: -620.0999 a.u.
**Structure (SMILES)**: CCO.CCO.CCO.CCO
**F_max**: 2.50 eV/Å
**Molar mass**: 184.3 u

(3)
This record from the Open Molecules 2025 dataset describes a single C21H25N5O4S2 molecule. The level of theory is wB97M-V/def2-TZVPD.

The geometry in XYZ format:
```
57
Properties=species:S:1:pos:R:3
C 1.02234 -9.63455 2.34314
O 2.02823 -8.65386 2.40808
C 1.80722 -7.45393 1.80316
C 0.64570 -7.09899 1.12911
C 0.52993 -5.84647 0.54937
C 1.56489 -4.92237 0.63110
N 1.42639 -3.64963 0.04974
C 0.11706 -3.11856 -0.27431
C 0.35706 -1.62535 -0.52890
C -0.55452 -1.08606 -1.60667
O -1.18672 -1.78438 -2.36224
N -0.62671 0.28139 -1.76426
C -0.07900 1.35195 -1.12128
N -0.21025 2.53940 -1.61042
N 0.33488 3.49821 -0.87707
C 0.89595 3.08078 0.20919
S 1.69176 4.04778 1.39077
C 1.57589 5.70443 0.63839
C 0.20866 6.34980 0.89127
O 0.03114 7.12104 1.80871
N -0.71895 5.98691 -0.00367
C -2.10273 6.40150 0.07032
C -2.58329 6.90765 -1.29022
C -2.86569 5.63186 -2.09136
C -3.20563 4.54645 -1.05139
C -3.01864 5.20013 0.32534
S 0.79343 1.33363 0.41739
C 1.82271 -1.59152 -0.97531
C 2.44137 -2.83623 -0.34230
O 3.62755 -3.03705 -0.24099
C 2.72973 -5.27925 1.31143
C 2.84670 -6.52549 1.88320
H 0.80388 -9.91938 1.30874
H 1.41708 -10.49739 2.87724
H 0.10071 -9.29939 2.83043
H -0.18088 -7.78610 1.04052
H -0.38038 -5.60885 0.02225
H -0.57825 -3.29025 0.55048
H -0.28660 -3.57997 -1.18441
H 0.22721 -1.06081 0.39732
H -1.18674 0.56007 -2.56685
H 1.79769 5.60300 -0.42211
H 2.34414 6.28767 1.14474
H -0.49423 5.26910 -0.68421
H -2.16262 7.15566 0.85810
H -1.84563 7.54823 -1.77030
H -3.49910 7.48161 -1.15004
H -3.67973 5.78250 -2.79842
H -1.98379 5.34050 -2.66175
H -2.53687 3.69395 -1.16840
H -4.22471 4.18188 -1.17164
H -3.97237 5.55911 0.71140
H -2.59189 4.51673 1.05855
H 2.36460 -0.69969 -0.66674
H 1.91092 -1.68981 -2.06020
H 3.54565 -4.58031 1.37819
H 3.74544 -6.80729 2.40774
```

Computed properties:
**ΔE to the lowest compared entry with this formula, charge and spin**: 149.4 kJ/mol
**E_tot**: -2186.3862 a.u.
**Structure (SMILES)**: COc1ccc(N2C[C@H](C(=O)Nc3nnc(SCC(=O)NC4CCCC4)s3)CC2=O)cc1
**F_max**: 1.86 eV/Å
**Molar mass**: 475.6 u